Arrangement one

Entry from OMol25: an isolated molecule of C5H6OS (wB97M-V/def2-TZVPD).

```
13
Properties=species:S:1:pos:R:3:lowdin_charge:R:1
C 1.02 -0.12 -0.10 -0.3547
C 0.47 -1.29 -0.06 -0.5198
C 0.95 1.58 0.08 -0.3455
C -0.69 -2.18 -0.05 -0.0342
C -0.48 2.01 0.10 -0.0303
O 1.92 2.28 -0.08 0.1018
S 2.30 -1.43 0.07 0.7481
H -0.49 -2.92 -0.73 0.0645
H -1.55 -1.67 -0.22 0.0602
H -0.72 -2.58 0.87 0.0603
H -0.72 3.12 -0.14 0.1286
H -0.95 1.60 0.92 0.0604
H -1.07 1.60 -0.66 0.0605
```

The calculation puts the frontier orbital gap at 0.2931 Ha. As for the structure (SMILES): CC(=O)C1=C(C)S1. Its LUMO energy is 0.33 eV. For the HOMO energy, the calculation gives -7.6 eV.

Arrangement two

Entry from OMol25: an isolated molecule of C5H6OS (wB97M-V/def2-TZVPD).

```
13
Properties=species:S:1:pos:R:3:lowdin_charge:R:1
C 1.21 -0.61 -0.79 -0.4036
C -1.38 -1.14 0.07 -0.4621
C -1.35 -0.09 0.96 -0.2652
C 0.26 1.49 0.29 -0.1178
C 1.01 0.87 -0.60 -0.1380
H 1.91 -0.66 -1.67 0.0852
H 1.59 -1.13 0.13 0.0921
H -1.99 -1.94 0.44 0.0381
H -2.09 -0.25 1.78 0.1351
H 0.22 2.53 0.55 0.1283
H 1.75 1.54 -0.96 0.0900
O -0.79 1.05 1.04 -0.0084
S -0.34 -1.66 -1.23 0.8263
```

The calculation puts the frontier orbital gap at 0.3167 Ha. As for the structure (SMILES): C1=COC=CSC1. Its LUMO energy is 0.77 eV. For the HOMO energy, the calculation gives -7.8 eV.

Arrangement three

Entry from OMol25: an isolated molecule of C5H6OS (wB97M-V/def2-TZVPD).

```
13
Properties=species:S:1:pos:R:3:lowdin_charge:R:1
C -0.73 1.70 0.15 -0.1371
C -1.45 -1.00 -0.73 -0.6188
C 0.49 0.96 0.73 -0.1946
C -0.18 -1.33 -0.17 -0.2871
C 0.91 -0.18 -0.20 -0.1955
O -0.79 2.78 -0.32 0.0887
S -2.97 -1.48 -0.84 0.6926
H 1.33 1.72 0.67 0.1308
H 0.40 0.65 1.71 0.0834
H -0.20 -1.71 0.85 0.1253
H 0.30 -1.97 -0.75 0.0686
H 0.95 0.30 -1.20 0.1241
H 1.94 -0.44 0.10 0.1195
```

The calculation puts the frontier orbital gap (spin up / spin down) at 0.2596 / 0.2731 Ha. Its LUMO energy (spin up / spin down) is -0.36 / -0.28 eV. For the HOMO energy (spin up / spin down), the calculation gives -7.4 / -7.7 eV.

Arrangement four

Entry from OMol25: an isolated molecule of C5H6OS (wB97M-V/def2-TZVPD).

```
13
Properties=species:S:1:pos:R:3:lowdin_charge:R:1
C 1.90 0.63 0.08 -0.5821
C 0.58 0.13 0.01 -0.3805
C 0.09 -1.10 0.00 0.0147
C -1.41 -1.03 -0.03 -0.1820
C -0.52 1.10 -0.05 -0.1859
H 1.88 1.72 0.22 0.0729
H 0.63 -2.06 0.13 0.1316
H -1.84 -1.42 0.91 0.1314
H -1.87 -1.52 -0.88 0.1220
H -0.43 1.86 -0.93 0.1590
H -0.57 1.67 0.94 0.1492
O -1.70 0.33 -0.24 -0.1161
S 3.25 -0.30 -0.15 0.6658
```

The calculation puts the frontier orbital gap at 0.2881 Ha. As for the structure (SMILES): S=CC1=CCOC1. Its LUMO energy is -1.05 eV. For the HOMO energy, the calculation gives -8.9 eV.

Pick the most stable structure from those above. Pick: arrangement four